No. 1
{"formula": "C15H7AuBrCl2N3S3", "method": "ωB97M-V/def2-TZVPD", "symbols": ["Au", "S", "C", "S", "C", "C", "N", "C", "N", "Cl", "C", "C", "C", "C", "C", "Cl", "C", "S", "H", "H", "H", "Br", "C", "C", "C", "N", "C", "C", "H", "H", "H", "H"], "coordinates": [[-0.116, -0.233, -0.246], [2.108, 0.035, -0.985], [1.717, 1.662, -1.411], [0.129, 2.047, -0.850], [2.535, 2.504, -2.080], [2.113, 3.840, -2.384], [1.766, 4.912, -2.613], [3.829, 2.068, -2.512], [4.864, 1.691, -2.846], [-2.672, -0.284, -0.361], [-3.029, -1.985, -0.141], [-4.364, -2.305, 0.030], [-4.724, -3.629, 0.187], [-3.743, -4.607, 0.161], [-2.416, -4.258, -0.013], [-1.235, -5.523, -0.050], [-2.005, -2.923, -0.163], [-0.295, -2.596, -0.394], [-5.109, -1.521, 0.031], [-5.761, -3.898, 0.328], [-3.997, -5.652, 0.273], [0.078, 0.062, 6.858], [-0.016, -0.016, 4.981], [0.313, -1.185, 4.320], [0.226, -1.194, 2.938], [-0.156, -0.130, 2.232], [-0.464, 0.992, 2.885], [-0.412, 1.099, 4.263], [0.630, -2.065, 4.859], [0.463, -2.086, 2.369], [-0.752, 1.842, 2.277], [-0.668, 2.025, 4.757]], "forces_ev_per_angstrom": [[-0.05, 0.10, -0.99], [-0.67, -0.27, 0.14], [0.15, 0.10, 0.00], [-0.05, -0.38, 0.38], [0.28, 0.29, -0.28], [0.10, -0.15, 0.07], [-0.04, -0.01, 0.01], [-0.16, 0.06, 0.05], [-0.01, -0.02, 0.02], [0.26, 0.18, 0.11], [-0.13, -0.15, 0.06], [-0.07, 0.13, -0.02], [0.01, -0.04, 0.01], [0.03, -0.06, -0.01], [-0.06, -0.01, 0.01], [-0.02, 0.02, 0.01], [0.21, 0.02, 0.04], [0.33, 0.11, 0.12], [0.02, -0.01, 0.02], [0.01, 0.00, -0.01], [0.01, 0.02, 0.01], [0.00, 0.00, 0.03], [0.00, 0.00, 0.06], [0.03, -0.05, -0.04], [-0.05, 0.08, -0.02], [-0.16, 0.08, 0.28], [0.07, -0.11, -0.01], [-0.02, 0.06, -0.03], [-0.01, 0.00, -0.01], [-0.01, 0.00, 0.00], [0.00, 0.00, 0.00], [0.00, -0.01, 0.00]], "spin_multiplicity": 1}

***

No. 2
{"formula": "C4H8N2", "method": "ωB97M-V/def2-TZVPD", "symbols": ["N", "C", "C", "N", "H", "H", "H", "H", "C", "C", "H", "H", "H", "H"], "coordinates": [[-2.548, -1.719, 0.272], [-2.128, -0.545, 0.341], [-1.874, 0.785, 0.291], [-1.669, 1.481, -0.880], [-3.583, -1.690, 0.526], [-1.526, 1.213, 1.255], [-1.517, 0.846, -1.672], [-0.974, 2.153, -0.850], [1.994, -0.488, -0.509], [1.434, -0.647, 0.692], [1.844, -1.133, -1.339], [2.481, 0.357, -0.748], [0.827, -1.612, 0.715], [1.560, 0.030, 1.533]], "forces_ev_per_angstrom": [[-0.90, 1.22, 1.17], [-0.47, 1.31, -0.61], [0.77, -2.90, 2.28], [-1.62, -1.25, -1.91], [1.22, -0.35, -0.77], [-0.41, -0.09, -0.84], [-0.13, 0.67, 0.49], [1.53, 1.37, 0.21], [-1.72, -1.13, 1.60], [-0.58, -2.24, -1.43], [-0.24, -0.83, -0.29], [2.04, 2.91, -0.65], [0.67, 1.53, 0.94], [-0.17, -0.23, -0.19]], "spin_multiplicity": 1}

***

No. 3
{"formula": "CH2BrP", "method": "ωB97M-V/def2-TZVPD", "symbols": ["C", "P", "Br", "H", "H"], "coordinates": [[-0.069, 0.746, 0.825], [1.410, 0.563, 0.263], [-1.527, 1.605, 1.699], [0.514, -0.820, -1.368], [-0.328, -2.094, -1.419]], "forces_ev_per_angstrom": [[1.36, 1.47, 0.28], [-2.74, -0.03, 0.87], [1.43, -1.27, -1.06], [-2.30, -3.44, -0.07], [2.25, 3.28, -0.01]], "spin_multiplicity": 1}

***

No. 4
{"formula": "C5H6N2S", "method": "ωB97M-V/def2-TZVPD", "symbols": ["C", "C", "C", "C", "S", "C", "N", "N", "H", "H", "H", "H", "H", "H"], "coordinates": [[0.566, 1.993, 0.007], [0.064, 0.606, -0.073], [-0.308, -0.202, 0.983], [-0.621, -1.532, 0.873], [-1.287, -2.473, 2.113], [-0.291, -2.040, -0.453], [0.159, -1.340, -1.482], [0.254, 0.048, -1.251], [0.290, 2.559, 0.968], [-0.070, 2.645, -0.681], [1.653, 1.928, -0.157], [-0.416, 0.326, 1.981], [-0.442, -3.125, -0.644], [0.448, 0.606, -2.185]], "forces_ev_per_angstrom": [[-1.92, 2.32, 0.99], [0.38, -0.72, 1.25], [0.04, 3.54, 1.84], [-0.65, -1.82, 0.16], [0.54, 0.47, -1.06], [0.34, -0.31, -1.34], [-1.04, 1.02, 1.63], [0.43, -1.47, -4.18], [0.83, -1.43, -0.93], [1.50, -0.81, 0.04], [-0.51, 0.74, -0.15], [0.14, -0.85, -1.30], [0.32, 0.91, 0.07], [-0.40, -1.59, 2.97]], "spin_multiplicity": 1}

***

Listing strongest force on any atom for the structures above in their given order: 0.0193; 0.0733; 0.0805; 0.0866 hartree/bohr.
Listing energy above the lowest of the compared OMol25 structures with the same formula, charge and spin for the structures above in their given order: 76.6; 319.6; 546.7; 199.5 kJ/mol.
Listing energy for the structures above in their given order: -151423.2767; -7254.5632; -80394.1541; -19095.9430 eV.